This record from the Open Molecules 2025 dataset describes a 15-piece molecular cluster, C19H68N14O15 overall. The level of theory is ωB97M-V/def2-TZVPD.

Last column: Löwdin charge in e.
CARTESIAN COORDINATES (ANGSTROEM)
C (1.622, 4.164, -0.169)  -0.05
C (0.414, 4.974, -0.626)  -0.31
O (-0.763, 4.222, -0.549)  -0.11
H (1.454, 3.603, 0.752)  0.06
H (2.523, 4.785, -0.237)  0.09
H (1.676, 3.463, -1.019)  0.05
H (0.482, 5.358, -1.616)  0.11
H (0.468, 5.806, 0.027)  0.10
H (-1.333, 4.643, -1.230)  0.12
C (-2.829, 1.834, -1.965)  -0.06
C (-2.510, 0.498, -2.520)  -0.36
O (-1.826, -0.327, -1.684)  -0.09
H (-3.622, 1.720, -1.251)  0.07
H (-3.060, 2.596, -2.675)  0.09
H (-2.017, 2.289, -1.363)  0.06
H (-1.973, 0.837, -3.351)  0.07
H (-3.309, -0.022, -3.075)  0.13
H (-1.686, -1.075, -2.325)  0.07
C (1.246, -5.527, 0.173)  -0.08
C (1.305, -5.064, -1.249)  -0.26
O (1.673, -3.650, -1.154)  -0.13
H (0.632, -4.796, 0.736)  0.06
H (2.216, -5.557, 0.608)  0.07
H (0.704, -6.411, 0.172)  0.06
H (0.254, -5.048, -1.596)  0.10
H (1.947, -5.665, -1.974)  0.14
H (1.090, -3.129, -1.708)  0.01
C (4.835, -2.880, -0.581)  -0.08
C (3.962, -1.592, -0.557)  -0.32
O (3.485, -1.236, -1.824)  -0.09
H (4.341, -3.861, -0.859)  0.08
H (5.134, -2.944, 0.543)  0.10
H (5.763, -2.725, -1.091)  0.05
H (4.588, -0.850, -0.077)  0.08
H (3.091, -1.813, 0.160)  0.11
H (2.637, -0.778, -1.697)  0.05
C (-2.105, -1.861, 3.455)  -0.64
O (-1.636, -2.882, 4.133)  -0.04
N (-3.208, -1.214, 3.834)  0.12
N (-1.488, -1.220, 2.491)  0.11
H (-3.705, -1.806, 4.501)  0.14
H (-3.712, -0.619, 3.166)  0.06
H (-0.580, -1.704, 2.223)  0.08
H (-1.993, -0.605, 1.745)  0.07
C (-3.336, 3.150, 1.504)  -0.63
O (-3.990, 4.093, 0.750)  -0.09
N (-3.891, 2.573, 2.483)  0.13
N (-2.108, 2.761, 1.337)  0.15
H (-4.857, 2.744, 2.660)  0.15
H (-3.319, 2.107, 3.201)  0.07
H (-1.630, 3.201, 0.566)  0.07
H (-1.551, 2.329, 2.129)  0.09
C (-4.017, -0.346, 0.839)  -0.59
O (-4.521, -1.392, 0.092)  -0.08
N (-4.672, 0.243, 1.835)  0.12
N (-2.828, 0.162, 0.705)  0.12
H (-5.687, -0.145, 1.965)  0.19
H (-4.395, 1.186, 2.203)  0.03
H (-2.443, -0.018, -0.262)  0.09
H (-2.590, 1.158, 1.042)  0.10
C (4.895, 1.845, -1.887)  -0.63
O (4.741, 1.575, -0.525)  -0.15
N (5.028, 3.065, -2.275)  0.17
N (4.590, 1.014, -2.803)  0.13
H (4.994, 3.729, -1.471)  0.13
H (4.791, 3.572, -3.112)  0.12
H (4.321, -0.003, -2.616)  0.11
H (4.785, 1.161, -3.801)  0.15
C (-1.168, 1.831, 4.209)  -0.58
O (-0.506, 2.832, 5.002)  -0.14
N (-0.689, 1.328, 3.165)  0.11
N (-2.407, 1.374, 4.416)  0.12
H (0.311, 1.527, 2.906)  0.08
H (-1.085, 0.319, 2.876)  0.11
H (-2.818, 1.861, 5.255)  0.17
H (-2.626, 0.412, 4.176)  0.05
C (-0.988, -2.174, -3.771)  -0.61
O (-0.053, -2.647, -2.933)  -0.05
N (-2.237, -2.588, -3.664)  0.18
N (-0.755, -1.212, -4.658)  0.19
H (-2.596, -3.190, -2.943)  0.08
H (-2.964, -2.200, -4.346)  0.17
H (0.168, -0.982, -4.940)  0.12
H (-1.508, -0.740, -5.189)  0.14
C (1.549, 2.243, -3.455)  -0.68
O (2.192, 2.859, -4.484)  -0.12
N (0.358, 2.548, -3.065)  0.17
N (1.920, 1.193, -2.865)  0.20
H (-0.150, 3.405, -3.458)  0.16
H (-0.011, 2.229, -2.190)  0.07
H (2.926, 1.018, -2.823)  0.05
H (1.459, 0.757, -2.092)  0.06
C (1.382, -2.851, 2.803)  -0.08
O (0.695, -2.423, 1.572)  -0.16
H (1.388, -2.120, 3.615)  0.08
H (2.467, -2.827, 2.630)  0.08
H (1.083, -3.771, 3.228)  0.07
H (0.988, -2.934, 0.824)  0.03
C (2.503, 1.199, 3.472)  -0.10
O (1.856, 2.250, 2.726)  -0.18
H (1.796, 0.407, 3.745)  0.07
H (2.924, 1.705, 4.333)  0.09
H (3.318, 0.781, 2.847)  0.10
H (2.639, 2.749, 2.412)  0.11
C (1.004, 0.636, 0.117)  -0.12
O (0.817, -0.353, -0.888)  -0.13
H (0.644, 0.196, 1.019)  0.05
H (0.568, 1.613, 0.104)  0.05
H (2.043, 0.860, 0.375)  0.09
H (-0.011, -0.804, -0.730)  0.06
C (-1.930, -3.441, -0.214)  -0.13
O (-2.889, -3.615, -1.212)  -0.09
H (-2.319, -3.109, 0.761)  0.09
H (-1.233, -2.736, -0.448)  0.02
H (-1.328, -4.359, -0.165)  0.09
H (-3.229, -2.750, -1.312)  0.02

Summary:
Relative energy (zero: lowest compared OMol25 entry of this formula, charge and spin): 3.319 eV
F_max: 10.57 eV/A
Calculated total energy: -72374.075 eV
2S+1: 1
HOMO level: -9.2 eV